# 1
{
  "formula": "C5H12O2",
  "method": "the ωB97M-V functional and the def2-TZVPD basis",
  "relative_energy_kcal_mol": 52.33,
  "homo_energy_ev": -8.80,
  "smiles": "C=CC(=C)C.O.O",
  "e_tot_ha": -348.12142,
  "charge": 0,
  "elements": ["C", "C", "C", "C", "C", "H", "H", "H", "H", "H", "H", "H", "H", "O", "H", "H", "O", "H", "H"],
  "coordinates": [[0.063, -0.376, -3.161], [-0.984, -0.230, -2.340], [-1.963, 0.835, -2.235], [-2.048, 1.726, -3.232], [-2.877, 0.794, -1.077], [0.410, 0.493, -3.715], [0.637, -1.276, -3.305], [-1.164, -1.157, -1.794], [-2.735, 2.566, -3.207], [-1.457, 1.722, -4.135], [-3.182, -0.241, -0.901], [-3.768, 1.419, -1.196], [-2.575, 1.126, -0.077], [1.651, -0.451, 6.086], [1.163, -0.888, 5.370], [1.603, -1.069, 6.815], [5.865, -1.918, 4.310], [5.485, -2.120, 3.467], [5.877, -0.955, 4.328]],
  "forces_ev_per_angstrom": [[-0.2, 1.6, 0.0], [1.0, -2.4, -0.4], [0.7, 1.1, -0.9], [-0.5, 0.5, 0.4], [-1.3, 0.1, 1.2], [0.0, -0.2, -0.2], [-0.1, -0.2, 0.4], [-0.5, 0.3, 0.3], [-0.2, -0.2, 0.2], [0.3, -0.4, 0.1], [-0.2, 0.0, -0.2], [0.0, -0.3, -0.5], [1.0, 0.0, -0.3], [-0.3, -0.1, -0.5], [0.2, 0.2, 0.3], [0.0, -0.1, 0.2], [0.3, 0.3, 0.6], [-0.3, -0.3, -0.8], [0.0, 0.0, 0.1]]
}

---

# 2
{
  "formula": "C5H12O2",
  "method": "the ωB97M-V functional and the def2-TZVPD basis",
  "relative_energy_kcal_mol": 47.15,
  "homo_energy_ev": -9.84,
  "smiles": "C=CCC.C=O.O",
  "e_tot_ha": -348.12969,
  "charge": 0,
  "elements": ["C", "C", "C", "C", "H", "H", "H", "H", "H", "H", "H", "H", "C", "O", "H", "H", "O", "H", "H"],
  "coordinates": [[-0.770, 0.320, -1.682], [-0.552, 1.056, -0.594], [-1.352, 0.986, 0.675], [-0.525, 1.013, 1.963], [-0.231, 0.495, -2.609], [-1.509, -0.479, -1.696], [0.221, 1.828, -0.622], [-2.023, 1.857, 0.667], [-2.000, 0.100, 0.651], [-1.182, 1.147, 2.830], [0.049, 0.090, 2.087], [0.183, 1.851, 1.956], [1.812, -0.957, -1.600], [1.652, -2.151, -1.473], [1.946, -0.288, -0.735], [1.833, -0.485, -2.599], [0.988, -1.937, 1.238], [0.072, -2.226, 1.147], [1.389, -2.219, 0.397]],
  "forces_ev_per_angstrom": [[0.0, 0.1, 0.1], [-0.1, 0.0, -0.2], [-0.1, 0.0, 0.0], [0.1, 0.0, 0.0], [-0.1, 0.0, 0.2], [0.0, 0.2, 0.0], [-0.1, -0.1, 0.0], [0.0, -0.1, 0.0], [0.1, 0.1, 0.0], [0.1, -0.1, -0.1], [-0.1, 0.2, 0.0], [-0.1, -0.1, 0.0], [0.0, -0.4, -0.1], [0.2, 0.6, -0.1], [0.0, -0.1, 0.0], [0.1, -0.1, 0.1], [-0.1, -0.1, -0.1], [0.1, 0.0, 0.1], [-0.1, 0.0, 0.1]]
}

---

# 3
{
  "formula": "C5H12O2",
  "method": "the ωB97M-V functional and the def2-TZVPD basis",
  "relative_energy_kcal_mol": 119.85,
  "homo_energy_ev": -8.62,
  "e_tot_ha": -348.01383,
  "charge": 0,
  "elements": ["C", "C", "C", "O", "C", "C", "O", "H", "H", "H", "H", "H", "H", "H", "H", "H", "H", "H", "H"],
  "coordinates": [[2.397, -0.913, -0.036], [1.632, 0.378, 0.233], [0.203, 0.266, 0.567], [-0.248, 1.375, 1.290], [-0.634, -0.085, -0.618], [-2.129, -0.293, -0.289], [-2.684, 0.961, 0.111], [3.087, -0.733, -0.860], [3.000, -1.284, 0.809], [1.728, -1.731, -0.335], [1.261, 1.121, -1.188], [2.162, 1.086, 0.884], [0.085, -0.695, 1.108], [-1.137, 1.591, 0.957], [-0.243, -0.948, -1.163], [0.212, 0.969, -1.539], [-2.329, -1.036, 0.520], [-2.639, -0.683, -1.177], [-3.494, 0.807, 0.612]],
  "forces_ev_per_angstrom": [[0.0, 0.1, -0.3], [-0.1, 0.7, -1.5], [0.1, -0.7, -0.1], [-0.1, 0.1, 0.0], [0.4, 0.9, -0.9], [0.3, 0.1, -0.6], [-0.3, 0.1, 0.0], [0.1, -0.2, 0.0], [-0.3, 0.4, -0.1], [0.1, 0.2, 0.0], [0.8, -1.1, 2.2], [-0.2, 0.0, -0.5], [0.2, 0.2, 0.7], [0.2, 0.0, 0.2], [0.0, 0.0, 0.2], [-1.7, -1.4, 1.3], [0.6, 0.3, -0.4], [0.0, 0.2, 0.0], [0.1, 0.0, -0.1]]
}

---

# 4
{
  "formula": "C5H12O2",
  "method": "the ωB97M-V functional and the def2-TZVPD basis",
  "relative_energy_kcal_mol": 45.27,
  "homo_energy_ev": -8.44,
  "smiles": "C=C/C=C/C.O.O",
  "e_tot_ha": -348.13267,
  "charge": 0,
  "elements": ["C", "C", "C", "C", "C", "H", "H", "H", "H", "H", "H", "H", "H", "O", "H", "H", "O", "H", "H"],
  "coordinates": [[1.556, 0.330, 2.137], [0.551, -0.486, 1.778], [0.269, -0.854, 0.396], [-0.927, -1.371, 0.053], [-1.192, -1.920, -1.327], [1.591, 0.582, 3.190], [2.123, 0.873, 1.392], [-0.193, -0.757, 2.520], [0.986, -0.648, -0.390], [-1.792, -1.282, 0.701], [-1.191, -1.063, -2.009], [-0.502, -2.680, -1.666], [-2.247, -2.212, -1.296], [1.061, 0.967, -2.039], [0.487, 1.590, -1.554], [1.056, 1.277, -2.960], [-1.091, 2.268, -0.058], [-1.177, 3.029, 0.503], [-0.816, 1.466, 0.399]],
  "forces_ev_per_angstrom": [[-1.4, -0.3, 0.2], [0.4, 1.3, -0.3], [-1.3, -0.4, 0.3], [1.1, 0.3, -0.7], [-1.3, 1.4, 0.5], [0.5, 0.3, -0.1], [0.5, -0.3, 0.1], [0.2, -0.4, 0.1], [0.3, -0.4, 0.2], [0.2, -0.5, 0.5], [0.3, -0.2, -0.3], [-0.1, -0.2, 0.1], [0.3, -0.7, -0.5], [-0.3, 0.5, -0.3], [0.2, -0.3, -0.3], [0.0, -0.1, 0.5], [0.0, -0.4, -1.4], [0.2, 0.0, 0.7], [0.0, 0.3, 0.6]]
}

---

# 5
{
  "formula": "C5H12O2",
  "method": "the ωB97M-V functional and the def2-TZVPD basis",
  "relative_energy_kcal_mol": 119.67,
  "homo_energy_ev": -8.62,
  "e_tot_ha": -348.01411,
  "charge": 0,
  "elements": ["C", "C", "C", "O", "C", "C", "O", "H", "H", "H", "H", "H", "H", "H", "H", "H", "H", "H", "H"],
  "coordinates": [[2.385, -0.918, -0.034], [1.620, 0.371, 0.242], [0.191, 0.256, 0.577], [-0.263, 1.362, 1.301], [-0.645, -0.097, -0.609], [-2.141, -0.301, -0.281], [-2.693, 0.958, 0.106], [3.065, -0.737, -0.867], [2.999, -1.287, 0.804], [1.716, -1.739, -0.325], [1.248, 1.114, -1.175], [2.149, 1.076, 0.896], [0.074, -0.707, 1.117], [-1.150, 1.581, 0.963], [-0.254, -0.962, -1.152], [0.201, 0.958, -1.529], [-2.344, -1.037, 0.533], [-2.649, -0.698, -1.168], [-3.509, 0.809, 0.600]],
  "forces_ev_per_angstrom": [[0.0, 0.1, -0.3], [-0.1, 0.8, -1.5], [0.0, -0.7, -0.1], [-0.1, 0.1, 0.0], [0.4, 0.9, -0.9], [0.3, 0.0, -0.6], [-0.3, 0.1, 0.0], [0.1, -0.2, 0.0], [-0.3, 0.4, -0.1], [0.1, 0.2, 0.0], [0.8, -1.1, 2.2], [-0.2, 0.0, -0.5], [0.2, 0.2, 0.7], [0.2, 0.0, 0.2], [0.0, 0.0, 0.2], [-1.8, -1.4, 1.3], [0.6, 0.3, -0.4], [0.0, 0.2, 0.0], [0.1, 0.0, -0.1]]
}

---

# 6
{
  "formula": "C5H12O2",
  "method": "the ωB97M-V functional and the def2-TZVPD basis",
  "relative_energy_kcal_mol": 68.54,
  "homo_energy_ev": -9.63,
  "smiles": "CO[C@@H](C)CCO",
  "e_tot_ha": -348.09560,
  "charge": 0,
  "elements": ["C", "O", "C", "C", "C", "C", "O", "H", "H", "H", "H", "H", "H", "H", "H", "H", "H", "H", "H"],
  "coordinates": [[-1.976, -0.400, 1.261], [-0.563, -0.579, 0.671], [-0.196, 0.458, -0.229], [-0.311, 1.897, 0.299], [1.223, 0.141, -0.687], [1.410, -1.322, -1.092], [1.513, -2.194, 0.009], [-2.650, 0.097, 0.529], [-1.204, 0.055, 1.921], [-2.401, -1.409, 1.412], [-0.895, 0.328, -1.065], [0.402, 2.091, 1.110], [-1.317, 2.125, 0.664], [-0.086, 2.602, -0.512], [1.942, 0.375, 0.112], [1.451, 0.798, -1.536], [0.586, -1.615, -1.767], [2.343, -1.428, -1.654], [0.730, -2.021, 0.554]],
  "forces_ev_per_angstrom": [[2.4, -0.4, -1.1], [-0.3, -1.1, -1.5], [0.0, -0.1, -0.4], [0.0, -0.1, 0.1], [0.0, 0.0, 0.0], [0.1, 0.2, -0.4], [-0.1, -0.1, 0.2], [0.7, 0.4, 0.8], [-3.4, 0.8, 2.1], [0.6, 0.6, 0.5], [0.1, 0.3, -0.3], [-0.1, -0.1, -0.1], [0.1, 0.0, -0.1], [0.0, -0.2, 0.1], [-0.2, 0.0, -0.1], [0.0, -0.1, 0.1], [0.1, 0.0, 0.1], [-0.1, 0.0, 0.1], [0.2, 0.0, -0.1]]
}

---

# 7
{
  "formula": "C5H12O2",
  "method": "the ωB97M-V functional and the def2-TZVPD basis",
  "relative_energy_kcal_mol": 83.62,
  "homo_energy_ev": -8.38,
  "e_tot_ha": -348.07155,
  "charge": 0,
  "elements": ["C", "C", "C", "C", "C", "O", "O", "H", "H", "H", "H", "H", "H", "H", "H", "H", "H", "H", "H"],
  "coordinates": [[0.433, -0.108, 1.280], [0.776, 0.395, 0.015], [-2.813, -0.823, -0.253], [1.728, -0.436, -0.832], [0.992, 1.899, -0.071], [-1.673, -0.116, 0.128], [0.614, -1.359, 1.687], [1.017, -1.885, 0.981], [-0.054, 0.500, 2.029], [-0.542, 0.186, -0.365], [-3.502, -0.208, -0.857], [-3.399, -1.214, 0.590], [-2.629, -1.750, -0.820], [2.728, -0.504, -0.393], [0.259, 2.430, 0.537], [1.995, 2.186, 0.255], [1.847, 0.020, -1.814], [1.356, -1.452, -0.998], [0.865, 2.238, -1.100]],
  "forces_ev_per_angstrom": [[0.3, 0.0, -1.0], [1.2, 0.0, 1.2], [-0.3, -0.2, -0.8], [-0.2, -0.1, 0.0], [-0.3, 0.0, -0.1], [0.8, 0.1, 0.0], [-0.1, 0.4, -0.2], [0.0, 0.1, 0.0], [0.0, 0.0, 0.0], [-1.9, -0.9, 0.6], [0.1, -0.1, 0.1], [0.3, 0.5, 0.4], [0.4, 0.2, -0.2], [0.0, 0.0, 0.1], [0.0, 0.0, 0.0], [0.0, 0.0, 0.0], [-0.1, 0.0, 0.0], [0.0, 0.0, -0.1], [0.0, 0.0, 0.0]]
}

---

# 8
{
  "formula": "C5H12O2",
  "method": "the ωB97M-V functional and the def2-TZVPD basis",
  "relative_energy_kcal_mol": 43.10,
  "homo_energy_ev": -9.80,
  "smiles": "CO[C@@H](C)CCO",
  "e_tot_ha": -348.13614,
  "charge": 0,
  "elements": ["C", "O", "C", "C", "C", "C", "O", "H", "H", "H", "H", "H", "H", "H", "H", "H", "H", "H", "H"],
  "coordinates": [[-1.884, -0.418, 1.219], [-0.577, -0.618, 0.618], [-0.198, 0.450, -0.241], [-0.319, 1.885, 0.304], [1.224, 0.143, -0.689], [1.412, -1.320, -1.093], [1.518, -2.193, 0.008], [-2.598, 0.121, 0.558], [-1.352, 0.091, 2.018], [-2.364, -1.391, 1.420], [-0.889, 0.345, -1.087], [0.402, 2.082, 1.106], [-1.328, 2.119, 0.661], [-0.097, 2.591, -0.508], [1.939, 0.378, 0.112], [1.451, 0.801, -1.536], [0.586, -1.617, -1.763], [2.342, -1.427, -1.658], [0.732, -2.022, 0.550]],
  "forces_ev_per_angstrom": [[1.3, -0.2, -0.5], [-0.4, -0.6, -0.9], [0.0, 0.0, -0.4], [0.0, -0.2, 0.1], [0.0, 0.0, -0.1], [0.1, 0.2, -0.4], [-0.1, -0.1, 0.2], [0.7, 0.2, 0.5], [-2.5, 0.6, 1.4], [0.6, 0.4, 0.3], [0.1, 0.3, -0.3], [-0.1, -0.1, 0.0], [0.2, -0.1, 0.0], [0.0, -0.3, 0.1], [-0.2, 0.0, -0.1], [0.0, -0.1, 0.0], [0.1, 0.0, 0.1], [-0.1, 0.0, 0.0], [0.2, -0.1, -0.1]]
}

---

# 9
{
  "formula": "C5H12O2",
  "method": "the ωB97M-V functional and the def2-TZVPD basis",
  "relative_energy_kcal_mol": 49.70,
  "homo_energy_ev": -9.66,
  "smiles": "C=CCCCO.O",
  "e_tot_ha": -348.12561,
  "charge": 0,
  "elements": ["C", "C", "C", "C", "C", "O", "H", "H", "H", "H", "H", "H", "H", "H", "H", "H", "O", "H", "H"],
  "coordinates": [[-2.169, 0.558, -0.992], [-1.170, -0.058, -0.389], [-0.096, 0.519, 0.464], [1.306, -0.184, 0.352], [1.861, -0.074, -1.060], [3.060, 0.723, -1.067], [-2.970, -0.018, -1.440], [-2.294, 1.606, -1.247], [-1.076, -1.127, -0.574], [-0.249, 0.433, 1.538], [0.066, 1.599, 0.363], [1.896, 0.345, 1.101], [1.236, -1.205, 0.740], [1.165, 0.401, -1.763], [2.127, -1.020, -1.528], [2.919, 1.522, -0.539], [-1.924, -1.745, 1.976], [-2.592, -1.024, 1.989], [-1.098, -1.252, 2.077]],
  "forces_ev_per_angstrom": [[-0.7, 0.2, -0.9], [0.4, -0.2, 0.0], [1.7, 0.0, 0.3], [-1.5, 0.4, -0.1], [0.9, 0.8, -0.1], [0.1, -0.1, 0.0], [0.3, -0.3, -0.3], [0.3, 0.3, 1.0], [-0.3, 0.0, 0.6], [-0.9, -0.1, 0.2], [-0.3, -0.1, -0.5], [0.6, 0.0, -0.4], [-0.1, -0.1, -0.3], [-0.3, -0.1, 0.3], [0.1, -0.1, 0.3], [-0.1, -0.3, -0.2], [-0.5, 0.9, 0.3], [0.5, -0.8, -0.1], [-0.1, -0.3, 0.0]]
}

---

# 10
{
  "formula": "C5H12O2",
  "method": "the ωB97M-V functional and the def2-TZVPD basis",
  "relative_energy_kcal_mol": 26.51,
  "homo_energy_ev": -9.93,
  "smiles": "CO[C@@H](C)CCO",
  "e_tot_ha": -348.16258,
  "charge": 0,
  "elements": ["C", "O", "C", "C", "C", "C", "O", "H", "H", "H", "H", "H", "H", "H", "H", "H", "H", "H", "H"],
  "coordinates": [[1.207, 0.496, 1.920], [0.113, 0.279, 1.049], [0.411, -0.198, -0.264], [1.114, -1.554, -0.240], [-0.924, -0.304, -0.997], [-1.672, 1.014, -1.190], [-2.268, 1.494, -0.007], [2.157, 0.152, 1.498], [1.030, -0.053, 2.852], [1.303, 1.563, 2.153], [1.053, 0.540, -0.779], [0.509, -2.273, 0.322], [2.109, -1.508, 0.213], [1.238, -1.928, -1.262], [-1.570, -0.990, -0.435], [-0.736, -0.758, -1.979], [-0.990, 1.763, -1.631], [-2.485, 0.861, -1.909], [-1.599, 1.404, 0.687]],
  "forces_ev_per_angstrom": [[0.2, 0.0, 0.1], [-0.1, 0.0, 0.0], [0.0, -0.1, -0.2], [0.0, 0.0, 0.0], [0.0, 0.0, 0.0], [0.1, -0.1, -0.4], [0.1, 0.1, 0.2], [-0.2, 0.1, 0.0], [0.0, 0.1, -0.1], [-0.1, -0.1, -0.1], [-0.1, -0.1, 0.1], [0.1, 0.1, -0.1], [-0.2, 0.0, -0.1], [0.0, 0.1, 0.1], [0.1, 0.0, -0.1], [0.0, 0.1, 0.1], [-0.1, -0.1, 0.1], [0.1, 0.0, 0.1], [-0.1, 0.0, 0.0]]
}